# 1
44
Properties=species:S:1:pos:R:3:lowdin_spin:R:1 method="wB97M-V/def2-TZVPD" s2=0.76 total_energy_ha=-2755.0488 total_charge=+1 multiplicity=2 homo_ev="-11.31 / -11.04" homo_lumo_gap_ev="4.58 / 4.29" mol_weight_g_mol=328.9
C -1.5540 -1.6162 4.1531 0.01
O -2.2309 -1.7887 2.9631 0.02
C -1.4620 -1.3930 1.8140 0.16
P -2.6530 -0.6091 0.4790 0.29
C -3.4930 -2.3371 0.2352 0.00
C -2.9674 -2.9199 -1.0231 0.01
O -2.1405 -3.8259 -1.0504 0.01
C -1.8265 1.1059 0.6052 -0.01
C -0.6189 1.1576 -0.3218 0.01
C 0.0789 2.5102 -0.3177 0.00
C 1.2236 2.6887 -1.3561 0.00
C 1.7124 1.4235 -2.0486 0.00
C 3.0089 1.6687 -2.7868 0.00
O 4.0902 1.9351 -1.8903 0.00
C 4.5799 0.9121 -1.1537 0.00
C 4.5148 -0.4983 -1.6856 0.00
O 5.1628 1.1556 -0.1063 0.00
H -2.1273 -2.1661 4.9204 0.00
H -0.5089 -2.0617 4.0548 0.00
H -1.4895 -0.5595 4.4001 0.00
H -0.6704 -0.7036 2.0868 0.01
H -1.0110 -2.2872 1.3953 0.00
H -1.6342 -1.0069 -0.5576 0.20
H -3.4616 -0.1001 -0.6719 0.16
H -3.6759 -0.2283 1.4467 0.13
H -3.2233 -3.0262 1.0253 0.00
H -4.5664 -2.1938 0.1770 0.00
H -3.2720 -2.4484 -1.9748 0.00
H -2.5356 1.8679 0.2991 0.00
H -1.4986 1.2934 1.6254 0.00
H 0.0978 0.4062 0.0071 0.00
H -0.9476 0.9249 -1.3320 0.00
H -0.6716 3.2603 -0.5414 0.00
H 0.4977 2.7123 0.6602 0.00
H 0.8712 3.3622 -2.1293 0.00
H 2.0591 3.1779 -0.8714 0.00
H 0.9774 1.1191 -2.7869 0.00
H 1.8500 0.6073 -1.3476 0.00
H 2.8978 2.5682 -3.3802 0.00
H 3.2706 0.8753 -3.4780 0.00
H 3.6148 -0.7495 -2.2298 0.00
H 5.3606 -0.7074 -2.3286 0.00
H 4.5844 -1.1500 -0.8278 0.00
Cu -0.2125 -2.3556 5.8498 0.00

=====

# 2
13
Properties=species:S:1:pos:R:3:nbo_charge:R:1 method="wB97M-V/def2-TZVPD" total_energy_ha=-627.2836 total_charge=0 homo_ev=-9.71 homo_lumo_gap_ev=10.13 mol_weight_g_mol=115.1
C -0.7315 -0.5552 2.2726 -0.32
C -0.3488 -0.1384 1.0644 -0.12
C 0.3328 -0.7821 -0.1378 -0.24
N -0.0270 0.5110 -0.8492 -0.72
P 0.5211 1.1398 -2.3492 0.53
C -0.5364 1.0884 0.3030 0.64
O -0.6382 2.2212 0.5312 -0.53
H -0.3738 -1.5209 2.4960 0.20
H -1.2920 0.0369 3.0080 0.23
H 1.5088 -0.9986 -0.1679 0.21
H -0.2064 -1.7628 -0.5157 0.21
H -0.0930 0.0008 -3.0736 -0.04
H 1.8843 0.7599 -2.5817 -0.04